C10H17O7PPt | ωB97M-V with the def2-TZVPD basis set

As for the multiplicity: 3. As for the net charge: +2. As for the max |F|: 0.177 hartree/bohr. The calculation puts the gap between HOMO and LUMO (spin up / spin down) at 6.54 / 6.91 eV.

Atoms and positions in Å:
Pt -2.313 -0.779 -2.804
O -0.417 -3.303 -2.800
C -1.147 -2.380 -2.844
C -2.895 0.970 -2.108
O -3.246 1.970 -1.705
C -3.156 -1.585 -1.203
O -3.603 -1.988 -0.213
C -0.884 0.163 -3.782
O -0.041 0.738 -4.301
H -3.308 -1.373 -4.076
H -3.793 -0.703 -4.077
C 2.963 2.208 -0.698
C 1.979 1.330 -1.425
O 0.648 1.242 -0.763
P 0.405 0.077 0.419
O 1.153 0.831 1.701
C 2.095 0.100 2.647
C 2.675 -1.131 2.039
O -1.169 0.311 0.749
C -1.766 0.376 2.098
C -1.710 -0.903 2.856
H 2.699 3.266 -0.812
H 3.948 2.049 -1.168
H 3.000 1.944 0.367
H 1.745 1.725 -2.415
H 2.413 0.318 -1.556
H 2.859 0.817 2.934
H 1.476 -0.162 3.516
H 3.278 -0.882 1.156
H 3.340 -1.594 2.774
H 1.911 -1.862 1.752
H -1.237 1.170 2.615
H -2.789 0.704 1.965
H -0.681 -1.153 3.143
H -2.316 -0.791 3.752
H -2.118 -1.720 2.268